A structure of composition C12H13ClCrN3O6 in a non-equilibrium geometry. Source: OMol25; level of theory: ωB97M-V/def2-TZVPD.

XYZ file:
```
36
Properties=species:S:1:pos:R:3:lowdin_charge:R:1
Cr 0.8788 1.4248 1.3756 0.853
O 1.9783 3.4000 1.7841 -0.319
Cl 1.7277 2.8534 3.1237 0.722
O 2.1936 3.6622 4.1746 -0.213
O 2.3101 1.5061 3.1024 -0.322
O 0.2648 2.6235 3.1600 -0.349
C -1.5458 1.5303 -2.0695 0.026
C -0.4838 1.3576 -1.0493 -0.236
N -0.5862 1.8158 0.1537 -0.098
O -1.7604 2.4931 0.4598 0.015
C 0.7641 0.6367 -1.3176 -0.251
C 1.1427 -0.0331 -2.5907 -0.003
N 1.5223 0.6385 -0.2542 -0.243
O 2.6681 0.1353 -0.1286 -0.048
H -2.1655 2.3930 -1.8456 0.088
H -2.1816 0.6406 -2.0747 0.104
H -1.1021 1.6302 -3.0587 0.095
H -1.5949 2.8636 1.3391 0.105
H 0.2961 -0.5806 -3.0088 0.085
H 1.9495 -0.7350 -2.3874 0.084
H 1.4959 0.6793 -3.3406 0.092
C -0.0545 -0.2254 2.2321 -0.123
C -0.3080 -1.2652 1.2035 -0.290
C -1.5306 -1.3009 0.5272 -0.048
C -1.7514 -2.1811 -0.5162 -0.033
C -0.7420 -3.0558 -0.9095 -0.242
C 0.4756 -3.0488 -0.2320 -0.018
C 0.6826 -2.1685 0.8129 -0.034
C -0.9583 -3.9572 -2.0151 -0.188
N -1.1315 -4.6631 -2.9058 0.150
H 0.6486 -0.5254 3.0087 0.077
H -0.9782 0.1582 2.6677 0.075
H -2.3188 -0.6179 0.8289 0.120
H -2.7044 -2.2020 -1.0299 0.119
H 1.2567 -3.7334 -0.5353 0.124
H 1.6426 -2.1491 1.3153 0.124
```

As for the spin multiplicity: 4. The expectation value of S² is 3.87. As for the total charge: 0. As for the molecular weight: 382.70 g mol⁻¹. The value obtained for the energy above the lowest of the compared OMol25 structures with the same formula, charge and spin is 0.0 kJ/mol. The highest occupied orbital energy (alpha / beta) comes out at -0.327 / -0.322 Eh.